Record 1
Entry from OMol25: an isolated molecule of C16H15N7O at a distorted geometry (wB97M-V/def2-TZVPD).

* E_LUMO: 0.316 eV
* molar mass: 321.34 g/mol
* 2S+1: 1
* structure (SMILES): CC(C)c1c(-c2cnn(CCC#N)c2)[nH]c2c(C#N)cnn2c1=O
* F_max: 0.087 hartree/bohr
* energy above the lowest of the compared OMol25 structures with the same formula, charge and spin: 326.6 kJ/mol
* frontier orbital gap: 9.19 eV
* E: -29309.92049 eV

Each line ends with the natural charge from an NBO analysis.
Atoms and positions in Å:
O: 1.8898 2.7742 2.0506  -0.533
N: 3.4183 3.9085 -0.1337  -0.204
N: 0.7189 1.7947 -1.4882  -0.579
N: -2.1760 -1.6952 -0.9239  -0.170
N: -2.9691 -0.6686 -1.1083  -0.227
N: 2.3950 2.9258 -0.0700  -0.252
N: 3.0285 2.9909 -4.7180  -0.321
N: -0.0785 -5.1058 0.2177  -0.302
C: 1.8135 2.2411 1.0039  0.661
C: 2.7558 3.1763 -2.1902  -0.335
C: 3.6859 4.0414 -1.4190  0.051
C: 0.8420 -1.1489 2.1622  -0.615
C: -1.0957 -4.5397 0.1777  0.266
C: -0.8229 -1.3455 -0.7454  -0.053
C: 0.3495 0.2906 2.0772  -0.233
C: -2.6976 -3.0652 -1.0212  -0.202
C: -2.1917 0.3789 -0.9049  -0.045
C: 1.8422 2.5571 -1.3194  0.401
C: -1.1408 0.4375 2.3936  -0.608
C: 2.8276 3.0301 -3.5589  0.256
C: 0.8517 1.0572 0.7542  -0.149
C: -0.8038 0.0220 -0.7253  -0.207
C: 0.3408 0.9350 -0.4793  0.259
C: -2.4193 -3.9991 0.2163  -0.532
H: 0.8039 -1.2793 3.2411  0.217
H: 4.3389 4.7860 -1.8515  0.235
H: -3.1516 -4.8154 0.3297  0.269
H: -3.7934 -3.0160 -1.1112  0.242
H: -1.6912 -0.0967 1.6415  0.198
H: 0.1159 -1.9152 -0.7170  0.259
H: -1.3532 1.5665 2.2864  0.219
H: 0.7884 0.9248 2.9455  0.250
H: -2.4477 -3.7077 -1.9050  0.220
H: -1.4368 0.0744 3.4525  0.222
H: 1.9014 -1.3261 1.8869  0.219
H: -2.5010 1.4818 -0.8875  0.223
H: 0.2900 -1.8916 1.7296  0.200
H: 0.2946 1.6465 -2.4114  0.441
H: -2.5223 -3.4253 1.1227  0.259

Atoms 1-2, force components in eV/Å:
O 0.43 0.25 3.19
N -0.58 -1.34 -0.18

Record 2
Entry from OMol25: a cluster of 3 separate species, C3H12N2O3 in total at a distorted geometry (wB97M-V/def2-TZVPD).

* E_LUMO: -3.848 eV
* molar mass: 124.14 g/mol
* 2S+1: 1
* F_max: 0.059 hartree/bohr
* energy above the lowest of the compared OMol25 structures with the same formula, charge and spin: 684.2 kJ/mol
* frontier orbital gap: 5.15 eV
* E: -12422.25805 eV

Each line ends with the natural charge from an NBO analysis.
Atoms and positions in Å:
O: 2.1444 -0.4108 0.4057  -0.421
O: -0.7318 -2.0786 0.1400  -1.024
O: -2.1492 -0.2263 -0.7424  -1.241
N: 0.2126 0.6815 0.0333  -0.384
N: -1.2631 0.5431 1.8838  -0.798
C: 0.0457 0.3451 1.3941  -0.112
C: 1.9667 0.8134 -1.6295  -0.539
C: 1.3029 -0.0458 -0.4842  0.160
H: -1.4523 -2.6848 0.3276  0.478
H: 0.2821 -0.7589 1.5458  0.336
H: 2.0564 1.8532 -1.3440  0.236
H: 2.9312 0.4371 -1.9451  0.243
H: 0.9313 -0.9459 -1.0406  0.377
H: -3.0818 -0.0226 -0.6864  0.468
H: 1.2729 0.7787 -2.4646  0.232
H: -1.3995 1.4808 2.2496  0.365
H: -0.6615 0.3967 -0.5047  0.468
H: -1.9445 0.3355 1.1334  0.418
H: 0.7452 0.8601 2.0647  0.240
H: -1.2077 -1.3515 -0.3365  0.499

Atoms 1-2, force components in eV/Å:
O 0.74 -0.52 -0.12
O 0.74 -0.63 0.04

Record 3
Entry from OMol25: a cluster of 3 separate species, C6H14O2 in total at a distorted geometry (wB97M-V/def2-TZVPD).

* E_LUMO: -2.621 eV
* molar mass: 118.18 g/mol
* 2S+1: 1
* F_max: 0.037 hartree/bohr
* energy above the lowest of the compared OMol25 structures with the same formula, charge and spin: 494.9 kJ/mol
* frontier orbital gap: 4.65 eV
* E: -10539.48712 eV

Each line ends with the natural charge from an NBO analysis.
Atoms and positions in Å:
O: 3.3402 -1.3390 0.0223  -1.239
O: 1.9468 -2.6362 -1.5811  -1.093
C: 0.0184 0.0672 0.1262  0.508
C: -0.1732 -0.5313 -1.2124  -0.769
C: -2.0857 1.4390 0.0069  0.066
C: -2.9562 2.3484 0.7942  -0.692
C: 0.9791 -0.3959 1.1407  -0.748
C: -0.8808 1.0760 0.5359  -0.361
H: -0.4786 1.7526 1.2915  0.223
H: -0.9022 -1.3418 -1.2069  0.289
H: 2.6230 -2.0742 -0.8921  0.501
H: 2.6564 -3.0528 -2.1058  0.451
H: -2.5691 0.9848 -0.8475  0.218
H: 4.2336 -1.5932 0.2509  0.439
H: 0.4928 -0.4410 2.1210  0.235
H: -3.1161 2.0383 1.8270  0.251
H: 0.7536 -0.9735 -1.5946  0.346
H: -2.6362 3.3956 0.8193  0.254
H: 1.9259 0.1588 1.1174  0.350
H: -0.4459 0.2131 -1.9602  0.230
H: -3.9616 2.3496 0.3624  0.230
H: 1.2356 -1.4445 0.9850  0.311

Atoms 1-2, force components in eV/Å:
O -0.35 0.40 0.08
O 1.18 0.16 -0.03

Record 4
Entry from OMol25: the ion C4H11N2S with charge +1 at a distorted geometry (wB97M-V/def2-TZVPD).

* charge: +1
* E_LUMO: -3.309 eV
* molar mass: 119.21 g/mol
* 2S+1: 1
* F_max: 0.072 hartree/bohr
* energy above the lowest of the compared OMol25 structures with the same formula, charge and spin: 368.9 kJ/mol
* frontier orbital gap: 9.52 eV
* E: -18131.69608 eV

Each line ends with the natural charge from an NBO analysis.
Atoms and positions in Å:
S: 2.0560 0.3157 -0.3169  1.133
N: -0.8100 0.0971 -0.4142  -0.354
N: 2.3293 0.3642 1.1504  -1.174
C: 1.0426 -1.2509 -0.6013  -0.612
C: 0.1658 1.1867 -0.5350  -0.430
C: -2.0328 0.5640 0.3896  -0.367
C: -0.2147 -1.0916 0.1815  -0.266
H: -1.6091 0.7546 1.2916  0.217
H: -2.3425 1.3824 -0.1656  0.224
H: -0.9153 -1.8572 0.3326  0.246
H: 0.2949 1.3830 -1.5694  0.228
H: 3.1159 0.8628 1.7168  0.459
H: -1.1698 -0.0871 -1.4368  0.441
H: 1.7304 -2.0606 -0.2115  0.279
H: -2.7779 -0.2047 0.5135  0.236
H: 0.2372 -0.7624 1.0894  0.252
H: 0.0898 1.9520 0.2026  0.248
H: 0.8101 -1.5480 -1.6175  0.240

Atoms 1-2, force components in eV/Å:
S -2.08 0.71 -1.28
N -3.16 0.30 -1.95

Record 5
Entry from OMol25: a structure of composition C34H52BeNO4SSi at a distorted geometry (wB97M-V/def2-TZVPD).

* charge: -1
* E_LUMO: 2.439 eV
* molar mass: 607.96 g/mol
* 2S+1: 1
* F_max: 0.067 hartree/bohr
* frontier orbital gap: 5.52 eV
* E: -64901.25492 eV

Each line ends with the Löwdin charge.
Atoms and positions in Å:
S: -0.9238 0.7748 0.5221  0.562
Si: -0.5972 0.6419 2.4817  -0.211
O: 0.4286 -0.7382 2.6587  -0.216
O: -0.7905 1.4590 -3.0724  0.000
O: -1.8167 0.3677 3.5353  -0.173
O: 0.3508 1.8956 2.8636  -0.160
N: -0.8389 0.9226 -5.1381  0.035
C: 2.5111 -0.3110 0.1873  -0.229
C: 0.0813 -3.1334 -2.0937  -0.089
C: 2.7018 2.0869 -5.0849  -0.050
C: -3.9249 0.9448 2.2972  -0.064
C: 1.5302 -2.8096 3.2817  -0.017
C: 2.9218 -0.2930 -6.5357  -0.096
C: 0.1955 1.9817 -5.2600  -0.135
C: 0.6230 -1.2533 5.0155  -0.036
C: 1.6597 0.1787 -6.2046  -0.046
C: 2.3180 3.3049 2.6152  -0.037
C: 1.5537 1.3968 -5.5195  -0.204
C: 3.9495 1.5768 -5.4102  -0.096
C: -0.4545 -2.4213 0.0445  -0.236
C: -1.1233 -2.3528 -2.1665  -0.231
C: 0.5469 3.8515 4.2477  -0.037
C: 2.0677 0.9921 -0.2522  -0.217
C: 1.3257 2.7249 3.5946  -0.603
C: -0.9448 -2.5750 3.6329  -0.021
C: 0.3936 -1.8722 3.6713  -0.558
C: 2.7498 -1.0698 -1.0407  -0.163
C: -2.9443 2.4695 3.9992  -0.039
C: -3.1253 1.0124 3.6021  -0.632
C: 2.0175 1.8487 4.6095  -0.036
C: -1.1624 -2.3939 -4.6879  -0.062
C: 4.0693 0.3942 -6.1381  -0.104
C: -1.5457 -2.0951 -0.8542  -0.124
C: 2.6855 -0.1965 -2.1266  -0.140
C: -2.2878 -0.4523 -3.4446  -0.032
C: 2.2648 1.0693 -1.6506  -0.144
C: -1.2684 0.6241 -3.8533  -0.392
C: -1.9047 -1.9857 -3.3989  -0.492
C: -3.2487 -2.7429 -3.3538  -0.067
C: -3.8788 0.2214 4.6597  -0.045
C: 0.4536 -3.2381 -0.7497  -0.163
Be: 0.7423 -0.9584 0.9803  0.272
H: 2.0226 1.9148 -2.2941  0.069
H: 1.8269 3.8956 1.8433  0.097
H: -3.9290 2.9498 4.1219  0.090
H: 1.6035 -0.7873 5.0832  0.074
H: 1.2408 4.4774 4.8126  0.083
H: 1.2885 -3.8021 -0.3534  0.074
H: -4.8765 0.6507 4.8201  0.085
H: 2.6263 -0.6947 1.2139  0.079
H: -1.7580 -2.0926 -5.5698  0.079
H: -1.0844 -3.1672 2.7258  0.082
H: -2.3856 3.0354 3.2408  0.089
H: -0.5461 -2.4300 1.1489  0.049
H: 0.5973 -3.5479 -2.9575  0.085
H: 2.5907 3.0187 -4.5377  0.113
H: -3.0867 -3.8266 -3.3482  0.085
H: 0.0582 4.4795 3.4959  0.093
H: 2.5425 1.0232 4.1227  0.089
H: -0.1727 -1.9091 -4.7254  0.077
H: 2.7546 2.4467 5.1453  0.087
H: 2.9857 -1.2084 -7.1042  0.092
H: 1.4105 -3.2278 2.2666  0.086
H: -1.0359 -3.4908 -4.7007  0.083
H: 0.7456 -0.3361 -6.4964  0.098
H: -3.9943 -0.8224 4.3407  0.086
H: -3.9254 -0.0697 1.8785  0.088
H: 3.1702 -2.0620 -1.1054  0.075
H: 2.9947 3.9658 3.1554  0.085
H: -2.4849 -1.6187 -0.5407  0.085
H: 2.5060 -2.3014 3.3380  0.095
H: 5.0509 0.0007 -6.3945  0.094
H: 2.9259 2.5375 2.1430  0.079
H: -2.6532 -0.1758 -2.4297  0.125
H: -0.2129 3.4748 4.9396  0.074
H: 0.1898 2.4602 -4.2504  0.114
H: -3.8329 -2.5010 -2.4561  0.079
H: 0.5875 -2.0382 5.7707  0.094
H: -0.9856 -3.2716 4.4750  0.095
H: -0.1585 2.7068 -6.0203  0.128
H: 2.9159 -0.3953 -3.1577  0.070
H: 4.8349 2.1111 -5.0954  0.097
H: -3.5394 1.6249 1.5273  0.058
H: 1.5530 -3.6569 3.9897  0.099
H: -1.4658 0.6898 -5.8949  0.124
H: -0.1504 -0.5306 5.2592  0.086
H: -3.0973 -0.3327 -4.1907  0.115
H: -3.8699 -2.5122 -4.2338  0.072
H: -3.3299 0.2449 5.6069  0.085
H: 1.3089 1.4533 5.3404  0.080
H: -2.4175 2.5348 4.9588  0.081
H: -1.7630 -1.8646 3.7388  0.076
H: 2.0407 1.8924 0.3897  0.066
H: -4.9770 1.2374 2.4999  0.089

Atoms 1-2, force components in eV/Å:
S -0.17 -0.61 -0.09
Si 0.36 0.96 -0.70

Record 6
Entry from OMol25: a structure of composition CH6F6N5O2PPt at a distorted geometry (wB97M-V/def2-TZVPD).

* charge: +1
* <S²>: 0.76
* E_LUMO (alpha / beta): -7.531 / -7.732 eV
* molar mass: 460.13 g/mol
* 2S+1: 2
* F_max: 0.160 hartree/bohr
* energy above the lowest of the compared OMol25 structures with the same formula, charge and spin: 0.0 kJ/mol
* frontier orbital gap (alpha / beta): 6.18 / 5.98 eV
* E: -41504.88765 eV

Each line ends with the natural charge from an NBO analysis.
Atoms and positions in Å:
Pt: 0.0000 0.0000 0.0000  1.237
P: -0.0785 3.4952 -0.1919  2.657
F: 0.0000 1.9504 0.0000  -0.584
F: -1.3743 3.0897 0.5734  -0.577
F: 0.5708 3.2944 -1.5945  -0.587
F: 1.3619 3.5820 0.3970  -0.589
F: -0.0442 4.7913 0.6731  -0.580
F: -0.9854 4.2631 -1.2004  -0.577
O: -2.0934 0.0000 2.1783  -0.310
O: -1.0482 0.0000 3.9458  -0.349
N: 1.7145 0.0000 3.8327  -0.743
N: 2.3747 0.0000 1.4684  -0.438
N: -1.0535 0.0000 2.7548  0.627
N: 0.0420 0.0000 2.0184  -0.458
N: 2.0449 0.0000 0.0420  -0.694
C: 1.3396 0.0000 2.4539  0.669
H: 2.4307 0.8468 -0.3525  0.445
H: 1.0616 0.0000 4.6213  0.480
H: 2.7149 0.0000 4.0774  0.433
H: 2.4307 -0.8468 -0.3525  0.423
H: 3.3669 0.0000 1.7558  0.444
H: -1.7178 0.0000 0.0000  0.069

Atoms 1-2, force components in eV/Å:
Pt -5.62 -2.44 -0.71
P -1.57 8.03 -1.06

Record 7
Entry from OMol25: a cluster of 2 separate species, C4H13N2O2 in total at a distorted geometry (wB97M-V/def2-TZVPD).

* charge: +1
* E_LUMO: -3.591 eV
* molar mass: 121.16 g/mol
* 2S+1: 1
* F_max: 0.121 hartree/bohr
* energy above the lowest of the compared OMol25 structures with the same formula, charge and spin: 369.2 kJ/mol
* frontier orbital gap: 9.72 eV
* E: -11425.64715 eV

Each line ends with the natural charge from an NBO analysis.
Atoms and positions in Å:
O: 0.8315 -0.9224 -1.9276  -0.660
O: 0.1195 3.3086 1.4483  -0.939
N: 0.7062 -0.1082 0.2083  -0.388
N: -1.5886 -1.5647 -2.2747  -0.675
C: 0.0409 -0.3793 1.5033  -0.484
C: -1.1378 -1.3441 -0.8749  -0.306
C: 0.1567 -0.6102 -0.8763  0.624
C: 1.8684 0.8089 0.3715  -0.411
H: 0.3611 0.2207 2.3127  0.243
H: 0.9710 3.3726 1.8304  0.465
H: -0.9526 -2.4382 -0.3860  0.269
H: 2.7961 0.3065 0.7009  0.225
H: -1.8374 -0.7810 -0.3251  0.243
H: 0.4455 -1.3727 2.0207  0.235
H: -1.0659 -0.0405 1.5948  0.236
H: -2.0864 -0.8741 -2.6770  0.427
H: -0.7472 -1.6493 -2.9902  0.496
H: -0.4349 3.7324 2.1156  0.480
H: 2.0658 1.2505 -0.6764  0.246
H: 1.5678 1.5712 1.1749  0.224
H: -2.0800 -2.4868 -2.2732  0.449

Atoms 1-2, force components in eV/Å:
O -1.31 2.11 1.57
O -1.45 -0.12 -0.17

Record 8
Entry from OMol25: a cluster of 2 separate species, C7H13BrN4 in total at a distorted geometry (wB97M-V/def2-TZVPD).

* charge: +2
* E_LUMO: -7.575 eV
* molar mass: 233.11 g/mol
* 2S+1: 1
* F_max: 0.079 hartree/bohr
* energy above the lowest of the compared OMol25 structures with the same formula, charge and spin: 146.5 kJ/mol
* frontier orbital gap: 8.85 eV
* E: -83453.03000 eV

Each line ends with the natural charge from an NBO analysis.
Atoms and positions in Å:
Br: -3.2663 -2.2173 -0.6384  0.159
N: -0.9335 -1.1446 -1.6178  -0.426
N: -0.9435 -0.0288 -3.5928  -0.668
N: 0.1553 0.0879 0.3314  -0.489
N: 0.4231 2.0280 1.9713  -0.697
C: -1.3573 -1.8777 -0.5539  0.097
C: -0.8301 -0.1435 -0.5588  0.113
C: 1.6978 2.7539 1.8986  -0.437
C: 0.5970 -2.1865 0.7893  -0.228
C: 0.9865 -0.8103 0.7485  0.091
C: -0.6709 -1.0929 -2.8936  0.443
C: -0.5845 -2.6661 0.3570  -0.159
H: 1.7791 -0.4557 1.4651  0.226
H: -1.0485 -3.5620 0.5880  0.272
H: -1.2250 0.8912 -3.1384  0.441
H: 2.6376 2.2779 1.9117  0.246
H: -0.3037 2.7234 1.7712  0.434
H: 1.7522 3.3967 2.7128  0.238
H: -1.6696 0.5273 -0.2494  0.240
H: 1.6336 3.3354 0.9911  0.226
H: -0.3139 0.2216 -4.3642  0.451
H: 0.4688 1.3523 1.1647  0.451
H: 1.1522 -2.9588 1.2611  0.269
H: 0.2194 1.6531 2.9021  0.440
H: -0.3557 -2.1046 -3.2567  0.266

Atoms 1-2, force components in eV/Å:
Br 0.66 0.02 0.09
N 1.97 2.89 2.02